[1]
A single C11H18N2O2 molecule at a distorted geometry. Source: OMol25; level of theory: wB97M-V/def2-TZVPD.

The geometry in XYZ format:
```
33
C11H18N2O2 wB97M-V/def2-TZVPD
H 3.657 0.299 -0.909
C -2.476 -1.365 1.599
H 2.954 2.856 -1.016
C 0.014 -0.404 0.426
C -1.442 -0.314 -0.453
H 3.474 -0.055 0.798
O 1.441 1.714 -1.330
C -2.548 -0.280 0.603
C -1.467 0.434 -1.727
N 1.111 1.442 0.900
H 2.055 3.473 -2.402
H -2.564 -1.535 -1.979
C 1.831 0.847 -0.188
C -1.466 -1.118 -1.693
H -0.988 -0.472 2.728
C -0.041 -1.652 1.308
H 0.874 -1.813 1.792
H -0.221 -2.611 0.644
C 3.302 0.739 0.025
H -3.645 -0.262 0.138
O 1.210 -0.426 -0.346
H -2.696 -2.423 1.185
H 2.988 1.992 -2.749
H -2.407 0.719 -2.087
H -1.168 -2.173 3.093
H -0.694 1.170 -1.987
H -0.651 -1.801 -1.860
H 3.892 1.594 0.303
H -3.296 -1.152 2.423
N 0.129 0.773 1.190
C 2.466 2.527 -1.925
H -2.447 0.680 1.120
C -1.179 -1.403 2.378
```

Computed properties:
**Largest force on an atom**: 0.09161 Eh/bohr
**Electronic energy**: -18770.2482 eV
**SMILES**: CO[C@@]1(C)N=N[C@]2(CCCCC23CC3)O1
**Spin multiplicity**: 1
**HOMO**: -9.50 eV

[2]
A single C11H18N2OS2 molecule at a distorted geometry. Source: OMol25; level of theory: wB97M-V/def2-TZVPD.

The geometry in XYZ format:
```
34
C11H18N2OS2 wB97M-V/def2-TZVPD
N -0.725 0.011 -0.282
C 3.111 0.728 -0.172
H -1.493 -1.063 -1.878
H 4.323 -2.148 0.252
H 5.766 -1.174 0.624
H -2.947 -2.535 -0.593
H -3.192 2.275 -0.472
H 0.049 1.955 1.455
C -3.222 0.601 0.887
H 1.401 0.985 2.101
H -4.530 -1.030 0.393
C 0.801 1.208 1.219
C 4.755 -1.147 0.223
H -0.575 2.021 -0.825
S 1.892 1.963 -0.044
H -3.860 -0.213 -1.014
H -1.715 1.046 -1.739
H 5.626 -0.011 -1.439
H -2.277 -1.956 0.933
H -4.115 1.032 1.344
H -2.116 2.431 0.908
C -3.624 -0.573 -0.011
C 0.218 -0.090 0.677
C 4.692 -0.528 -1.193
O 0.635 -1.161 1.076
C -1.333 1.240 -0.735
C -1.282 -1.217 -0.816
H 4.522 -1.296 -1.951
H -0.521 -1.993 -0.715
C -2.548 -1.657 -0.081
N 3.632 0.427 -1.274
C -2.488 1.729 0.159
S 3.734 -0.085 1.285
H -2.595 0.224 1.698
```

Computed properties:
**Largest force on an atom**: 0.02014 Eh/bohr
**Electronic energy**: -38397.5472 eV
**SMILES**: O=C(CSC1=NCCS1)N1CCCCCC1
**Spin multiplicity**: 1
**HOMO**: -8.52 eV

[3]
An isolated ion of composition C11H18N3 and charge +1 at a distorted geometry. Source: OMol25; level of theory: wB97M-V/def2-TZVPD.

The geometry in XYZ format:
```
32
C11H18N3 wB97M-V/def2-TZVPD
C 2.021 -1.234 -0.656
H -2.924 -0.600 -1.541
H 2.212 1.131 1.526
C -1.557 0.384 1.050
H 2.646 -2.122 -0.553
H -1.147 1.629 -1.784
H 3.614 -0.230 0.435
H -2.808 1.737 -1.186
H 1.711 -1.166 -1.703
C -0.186 -2.400 0.215
H 0.868 1.505 -1.031
C 0.819 -1.290 0.276
H -1.158 -0.764 -1.611
H -1.606 -2.026 1.810
H -2.334 -2.705 0.341
N 1.749 0.750 0.699
H -1.553 0.378 2.123
C -1.842 1.246 -1.036
H 3.075 0.680 -0.989
C 0.753 -0.259 1.113
H -0.237 -2.768 -0.814
H 1.757 2.708 -0.082
N -1.972 -0.658 0.328
C -0.258 2.368 0.600
C -1.595 -1.999 0.722
H 0.137 -3.243 0.831
H -0.459 3.358 0.184
C 1.067 1.864 -0.020
C 2.750 0.028 -0.178
C -1.987 -0.285 -1.080
N -1.398 1.520 0.329
H -0.161 2.460 1.683
```

Computed properties:
**Largest force on an atom**: 0.03845 Eh/bohr
**Electronic energy**: -16160.7982 eV
**Charge**: +1
**Spin multiplicity**: 1
**HOMO**: -11.43 eV

[4]
A single C11H18N4O3 molecule at a distorted geometry. Source: OMol25; level of theory: wB97M-V/def2-TZVPD.

The geometry in XYZ format:
```
36
C11H18N4O3 wB97M-V/def2-TZVPD
C -2.713 -0.645 -0.207
O 1.075 2.019 -1.321
H 1.427 -2.543 0.201
N 0.518 -2.749 -0.277
H 3.908 -0.786 1.320
H 0.197 -3.527 0.358
H -0.038 -0.759 -0.979
C 2.622 -0.803 -1.704
H -2.124 -2.474 0.487
C 2.170 0.780 0.489
O 1.007 2.903 0.867
C -0.317 -1.427 -0.165
N 1.314 -0.208 1.320
H -4.568 -1.533 0.303
C -1.776 -1.769 -0.275
N -2.136 0.578 -0.639
H 3.981 -1.895 0.054
O -0.917 -0.394 1.968
H 3.690 0.796 -0.922
H 2.181 -1.754 -1.228
C -0.088 -0.732 1.121
C 3.109 -0.014 -0.497
C -3.985 -0.535 -0.003
C 4.094 -0.832 0.253
H -5.159 1.264 0.047
N -4.284 0.778 -0.268
H 2.693 1.361 1.219
H 3.445 -1.107 -2.221
H -2.961 2.380 -0.554
C 1.480 2.022 -0.119
H 1.833 -0.264 -2.090
C -3.148 1.410 -0.630
H -1.866 -2.144 -1.321
H 0.795 3.709 0.412
H 1.544 -0.009 2.289
H 5.129 -0.459 -0.030
```

Computed properties:
**Largest force on an atom**: 0.11370 Eh/bohr
**Electronic energy**: -23798.9779 eV
**SMILES**: CC(C)[C@H](NC(=O)[C@@H](N)Cc1c[nH]cn1)C(=O)O
**Spin multiplicity**: 1
**HOMO**: -8.74 eV

[5]
A 2-piece molecular cluster, C11H18NSi overall at a distorted geometry. Source: OMol25; level of theory: wB97M-V/def2-TZVPD.

The geometry in XYZ format:
```
31
C11H18NSi wB97M-V/def2-TZVPD
H 0.461 0.379 -1.322
C -1.128 0.690 -0.258
H 4.011 0.659 -2.528
C 3.819 0.454 -1.428
H -0.735 1.420 0.364
H -2.722 2.053 1.619
C -2.863 -1.690 0.147
C 4.520 1.052 -0.381
H 1.355 -2.569 -0.294
Si -2.957 0.241 0.137
H -3.628 1.924 -1.438
H -3.641 0.310 -2.209
H 4.923 1.242 1.706
C -3.969 0.857 -1.309
C 3.393 -0.225 1.239
H -3.506 -1.955 -0.718
H -1.890 -2.049 -0.143
H 2.952 -0.419 2.235
C 2.693 -0.938 0.252
H 1.535 -2.262 1.522
H 2.531 -1.198 -1.916
C -3.326 1.098 1.682
H -4.388 1.338 1.588
H -3.211 0.763 2.716
C 2.990 -0.607 -1.103
N -0.442 0.116 -1.135
H -3.214 -2.007 1.157
H -5.052 0.844 -1.096
C 1.904 -2.002 0.571
C 4.290 0.681 0.962
H 5.294 1.797 -0.618
```

Computed properties:
**Largest force on an atom**: 0.09370 Eh/bohr
**Electronic energy**: -21057.0917 eV
**Charge**: +1
**Spin multiplicity**: 1
**HOMO**: -11.54 eV

[6]
A 2-piece molecular cluster, C11H18O overall at a distorted geometry. Source: OMol25; level of theory: wB97M-V/def2-TZVPD.

The geometry in XYZ format:
```
30
C11H18O wB97M-V/def2-TZVPD
C -1.970 1.563 -1.391
H -2.575 1.681 -3.805
C -1.853 -0.902 2.622
H -1.200 -2.040 -0.355
H 3.401 2.076 -0.382
O -2.612 0.741 -3.563
H 3.169 -1.462 -0.486
C -1.375 -1.006 -0.647
H 2.481 -1.999 1.025
H 3.014 0.736 -1.385
H -2.254 2.551 -1.717
H 4.453 0.633 -0.407
H -2.434 -0.134 3.124
H -2.655 -1.365 2.032
H 1.700 0.805 0.859
C -1.824 -0.773 -1.940
C 3.420 0.982 -0.402
C -1.523 1.303 -0.100
C -2.150 0.529 -2.293
C 2.632 0.267 0.692
H -1.429 2.105 0.609
H 0.092 -1.001 1.622
H 3.214 0.260 1.618
H 1.575 -1.320 -0.405
H -1.880 -1.614 -2.614
C -0.781 -0.345 1.694
H -0.364 0.575 2.117
C 2.425 -1.196 0.291
H -1.461 -1.662 3.287
C -1.237 0.010 0.299
```

Computed properties:
**Largest force on an atom**: 0.04380 Eh/bohr
**Electronic energy**: -13746.1268 eV
**SMILES**: CCc1ccc(O)cc1.CCC
**Spin multiplicity**: 1
**HOMO**: -8.45 eV

[7]
A 2-piece molecular cluster, C11H18O overall at a distorted geometry. Source: OMol25; level of theory: wB97M-V/def2-TZVPD.

The geometry in XYZ format:
```
30
C11H18O wB97M-V/def2-TZVPD
H 0.631 4.048 -2.032
C -0.283 -2.165 0.692
C -0.546 -1.740 2.281
C -0.666 2.632 -0.378
C 1.037 4.386 -1.014
C 0.885 -1.497 2.866
H -1.880 -0.713 -1.921
H 1.525 -2.080 2.444
H 0.511 3.756 0.970
C 0.623 3.348 -0.010
C 0.538 -3.009 0.097
C -1.213 -1.347 -1.383
H -1.796 -0.603 0.378
H 1.203 -3.759 -1.790
H -0.917 1.846 0.350
H 2.034 4.733 -1.061
H -1.060 -2.578 2.632
C -0.525 -2.318 -2.092
H 0.228 5.228 -0.952
H -0.035 -2.916 -3.846
H -0.408 2.307 -1.325
H -1.429 3.318 -0.218
C 0.448 -3.078 -1.313
C -1.300 -1.467 -0.003
H 0.792 -1.480 3.971
H 1.352 2.545 0.379
O -0.859 -2.432 -3.453
H 1.001 -0.497 2.598
H 1.336 -3.703 0.611
H -1.228 -0.767 2.522
```

Computed properties:
**Largest force on an atom**: 0.15932 Eh/bohr
**Electronic energy**: -13742.6195 eV
**SMILES**: CCc1ccc(O)cc1.CCC
**Spin multiplicity**: 1
**HOMO**: -8.47 eV